Formula: C3H10N2O2
Source: OMol25
Level of theory: ωB97M-V/def2-TZVPD

## Properties
F_max: 4.853 eV/A
Net charge: +1
Multiplicity: 2
Highest occupied orbital energy (alpha / beta): -15.2338 / -14.5136 eV
Expectation value of S²: 0.760
LUMO level (alpha / beta): -3.41 / -9.09 eV

```
17
Properties=species:S:1:pos:R:3:forces:R:3:lowdin_spin:R:1
C 0.54877 -1.87185 0.63321 -1.3 0.8 1.2 0.04
N -0.20268 -0.54144 0.33469 -0.5 -1.0 4.4 0.41
C 0.42450 0.55478 1.21187 -2.4 -1.8 -0.2 0.09
C 0.40029 2.04344 0.56413 -0.2 0.3 -0.7 0.07
N -0.30618 2.16935 -0.58249 2.4 3.3 2.6 0.04
O 0.97476 2.94920 1.11157 0.0 -0.8 0.2 0.30
H 1.55340 -1.90248 0.30626 1.1 0.5 -0.4 0.00
H 0.54269 -1.93184 1.77160 0.0 -0.2 -1.4 0.02
H 0.06415 -2.74557 0.20490 -0.5 0.3 0.0 0.00
H -1.26154 -0.83533 0.65263 2.9 1.8 -1.5 0.01
H -0.19234 0.66033 2.17602 0.6 0.1 -1.5 0.03
H 1.43226 0.25047 1.49940 0.0 0.4 -0.4 0.00
H -0.70068 1.33931 -0.86474 -1.6 -1.7 -1.9 0.00
H -0.30900 3.18285 -0.89354 -0.6 -2.2 -0.3 0.00
H -0.32514 -1.02187 -2.29918 -0.9 0.4 -0.4 0.00
H -1.41794 -1.51929 -3.20222 -0.4 -0.1 -0.4 0.00
O -1.22530 -0.78007 -2.62410 1.4 -0.3 0.8 0.01
```
Forces are in eV/Å.


Formula: C27H45I2N6O7P
Source: OMol25
Level of theory: ωB97M-V/def2-TZVPD

## Properties
F_max: 1.274 eV/A
Multiplicity: 1
Highest occupied orbital energy: -6.9649 eV
LUMO level: -1.52 eV

```
88
Properties=species:S:1:pos:R:3:forces:R:3:lowdin_charge:R:1
C -1.75405 -2.26256 -5.36383 -0.1 0.0 0.0 -0.07
C -0.38601 -2.03679 -4.76945 -0.1 -0.1 0.1 -0.28
O 0.32872 -1.07574 -5.53510 0.0 -0.1 0.0 -0.15
C 1.27647 -0.34653 -4.78756 0.1 0.1 -0.2 -0.19
C 0.70895 1.02333 -4.44102 0.1 -0.2 -0.1 -0.18
O 1.44917 1.58132 -3.37079 0.0 0.2 -0.1 -0.12
C 0.65470 2.23467 -2.40283 0.1 -0.1 0.4 -0.16
C -0.18753 1.24662 -1.62560 -0.1 0.3 -0.1 -0.19
N 0.47524 0.48773 -0.79051 -0.2 -0.2 0.0 0.21
C -0.21415 -0.45369 -0.10930 0.0 0.0 -0.1 -0.14
C 0.48807 -1.30685 0.77731 0.4 0.1 0.1 -0.13
C 1.97102 -1.14773 0.95134 0.3 0.1 -0.2 -0.22
N 2.30138 -0.01942 1.84550 0.1 0.5 0.1 0.03
C -0.20776 -2.24568 1.46994 -0.2 -0.3 0.0 -0.26
C 0.49997 -3.11443 2.43722 -0.2 0.4 0.2 -0.74
I 1.48273 -4.75994 1.60177 0.0 -0.1 0.1 1.01
C 0.52591 -2.87357 3.74062 0.5 -0.3 -0.1 -0.76
C 1.24916 -3.69421 4.76855 -0.4 0.3 0.2 -0.19
I -0.51605 -1.22224 4.50379 0.1 0.2 0.0 0.98
C -1.61989 -2.42307 1.32186 0.3 -0.1 -0.2 -0.09
C -2.21989 -3.53402 2.18673 0.0 0.0 0.1 -0.77
O -1.84914 -4.67518 1.86530 0.1 -0.2 -0.2 -0.05
O -2.90318 -3.12370 3.12834 -0.1 0.1 0.3 -0.03
C -2.31195 -1.63720 0.43889 -0.4 0.5 0.0 -0.10
P -4.09077 -1.99560 0.20399 -0.1 -1.3 0.0 0.51
N -4.39405 -3.47692 -0.06880 0.3 0.4 0.0 -0.12
O -4.62020 -1.08289 -1.00997 -0.4 0.3 0.1 -0.18
O -4.90113 -1.40365 1.45785 0.2 0.4 -0.3 -0.13
C -1.61053 -0.61590 -0.27222 -0.1 0.2 -0.1 -0.15
N -2.27126 0.22767 -1.10752 0.2 0.0 0.2 0.18
C -1.59409 1.12585 -1.78217 0.1 -0.1 -0.1 -0.21
C -2.42005 1.99472 -2.69410 -0.3 -0.2 0.2 -0.13
C -3.16874 3.08055 -1.89195 0.1 -0.2 -0.4 -0.17
C -4.59708 2.66298 -1.51673 -0.2 0.6 0.2 -0.20
C -5.00823 3.07976 -0.09691 0.0 -0.3 0.2 -0.20
C -5.61298 1.94376 0.73724 -0.3 0.2 -0.5 -0.28
N -6.71354 1.19956 0.12891 0.1 -0.1 0.2 0.01
H -2.41602 -1.41856 -5.17771 0.0 0.1 0.0 0.07
H -1.69336 -2.41816 -6.43959 0.1 0.0 -0.1 0.08
H -2.19831 -3.15068 -4.91728 -0.1 0.0 0.0 0.08
H -0.48319 -1.69690 -3.73302 0.0 0.0 0.1 0.11
H 0.16708 -2.98145 -4.74649 0.1 0.0 0.0 0.12
H 2.17227 -0.22421 -5.39870 0.0 -0.1 0.0 0.12
H 1.57608 -0.86101 -3.87197 -0.1 -0.1 0.1 0.12
H 0.77159 1.66541 -5.32393 -0.1 0.2 0.0 0.13
H -0.34679 0.89404 -4.19548 0.0 0.0 0.1 0.11
H 1.35518 2.68002 -1.69838 0.1 0.0 0.0 0.12
H 0.05922 3.04915 -2.82115 -0.1 -0.1 -0.2 0.12
H 2.40883 -2.07398 1.32181 -0.1 0.0 0.0 0.05
H 2.41981 -0.95237 -0.02230 0.0 0.1 0.0 0.11
H 3.23855 -0.14113 2.20781 -0.1 -0.4 0.0 0.01
H 1.63868 0.02740 2.61188 0.0 -0.2 0.1 0.01
H 1.46331 -3.08455 5.64353 0.1 0.0 0.0 0.04
H 0.59186 -4.50063 5.09517 0.1 -0.2 0.0 0.09
H 2.17536 -4.08831 4.36043 0.0 -0.2 0.0 0.03
H -3.57242 -4.06892 -0.05273 -0.1 -0.2 0.1 -0.01
H -4.35850 -0.15722 -0.90520 0.5 -0.1 -0.2 0.00
H -5.41829 -0.62983 1.20340 -0.3 -0.1 0.2 0.03
H -3.16134 1.32024 -3.12394 0.0 0.1 -0.2 0.12
H -1.85082 2.41145 -3.51812 0.2 0.1 0.0 0.10
H -3.20625 3.98964 -2.49139 0.1 0.1 0.1 0.11
H -2.59930 3.29706 -0.98843 0.1 0.1 0.0 0.10
H -5.29049 3.15196 -2.20122 0.0 -0.2 -0.2 0.11
H -4.74043 1.59460 -1.66618 0.1 -0.1 0.1 0.08
H -5.70928 3.91603 -0.11721 -0.1 0.0 -0.1 0.10
H -4.13250 3.43025 0.45325 0.0 0.1 0.0 0.10
H -5.99271 2.37913 1.66106 0.2 -0.2 0.2 0.11
H -4.81400 1.23565 0.96557 0.0 0.0 0.2 0.10
H -6.40331 0.52378 -0.55666 -0.1 0.0 -0.1 0.04
H -7.38594 1.81781 -0.30351 -0.1 0.0 0.0 0.07
C 6.69519 2.60632 3.48496 -0.2 0.1 0.0 -0.03
C 5.93483 1.33189 3.81201 0.2 0.1 0.0 -0.30
C 6.23755 0.14333 2.89664 -0.2 -0.2 0.0 -0.18
O 5.62098 0.32872 1.64326 0.2 0.0 0.0 -0.21
C 6.43625 0.84351 0.58507 -0.1 0.0 -0.1 -0.05
N 4.46319 1.58570 3.62592 -0.2 0.0 0.1 0.22
H 6.36917 3.04141 2.53917 0.1 -0.1 -0.1 0.09
H 6.55040 3.35792 4.26234 0.0 0.0 0.0 0.09
H 7.76065 2.39818 3.41767 0.0 0.0 0.0 0.10
H 6.09091 1.06253 4.85607 0.0 -0.1 0.0 0.16
H 5.79668 -0.76012 3.32801 0.0 0.0 0.0 0.14
H 7.31287 -0.02148 2.81618 0.0 0.1 0.0 0.14
H 7.48216 0.56959 0.72773 0.0 0.0 0.0 0.10
H 6.34720 1.92895 0.51258 0.0 0.0 0.0 0.08
H 6.07570 0.40472 -0.34133 0.0 0.0 0.0 0.10
H 4.15409 2.48090 4.00306 0.0 0.0 0.0 0.18
H 3.88990 0.84353 4.03807 0.0 0.1 0.0 0.17
H 4.27851 1.55766 2.61049 -0.1 0.0 -0.1 0.14
```
Forces are in eV/Å.


Formula: C6H11NO7S
Source: OMol25
Level of theory: ωB97M-V/def2-TZVPD

## Properties
F_max: 6.832 eV/A
Structure (SMILES): N/C(O)=C1\[C@H](O)[C@@H]([C@@H](O)CO)OS1(=O)=O
Multiplicity: 1
Highest occupied orbital energy: -9.4514 eV
LUMO level: 0.39 eV

```
26
Properties=species:S:1:pos:R:3:forces:R:3:lowdin_charge:R:1
C -0.16343 1.44789 0.07458 -0.2 -6.3 -2.6 -0.12
C 0.03948 2.74514 0.03886 -2.2 0.1 2.1 -0.44
C 0.48290 -2.84697 0.86999 -0.1 -1.2 -1.3 -0.17
C 0.12928 0.35730 -1.26916 -1.3 1.6 1.8 -0.21
C 0.94283 -1.70455 -0.01342 0.1 -0.4 -0.6 -0.33
C -0.23624 -1.02773 -0.73818 0.3 -0.2 1.0 -0.23
N 0.71322 3.29127 -0.96110 0.6 1.7 -0.5 0.19
O -0.54850 3.55406 0.97909 1.5 0.6 -1.2 0.11
O -2.37827 1.02383 1.50199 -1.0 0.3 -0.6 -0.25
O -0.36799 0.08331 2.29160 1.6 -1.1 1.1 -0.24
O -0.49268 -3.71743 0.22445 -0.1 1.5 -0.3 -0.06
O -0.75376 0.74407 -2.31767 1.7 -0.2 0.3 0.01
O 1.77093 -0.80812 0.70663 0.6 -0.7 -1.1 0.00
O -1.38113 -0.85396 0.18591 0.7 1.4 0.2 -0.19
S -1.12322 0.45064 1.15696 -0.8 1.1 -1.3 0.67
H 0.15660 -2.39040 1.76531 -0.8 0.0 1.3 0.10
H 1.32277 -3.52660 1.03556 0.0 0.4 0.3 0.14
H 1.13221 0.30482 -1.63844 0.7 0.5 -0.1 0.14
H 1.51488 -2.22990 -0.80466 0.2 0.9 0.1 0.17
H -0.58401 -1.74097 -1.51189 0.0 0.8 0.2 0.17
H 1.01689 2.66886 -1.68793 0.1 0.0 0.0 0.11
H 1.33556 4.03066 -0.69194 0.1 0.4 -0.3 0.13
H -1.11948 -3.14298 -0.27997 0.5 -0.9 0.9 0.08
H -1.56986 0.55718 -1.88828 -1.8 0.1 -0.1 0.08
H 1.27091 -0.34036 1.37777 -0.4 -0.1 0.4 0.05
H -1.10991 3.07096 1.59393 -0.1 -0.4 -0.1 0.10
```
Forces are in eV/Å.